A 2-piece molecular cluster, C4H3N2 overall at a distorted geometry. Source: the OMol25 dataset; level of theory: the ωB97M-V functional and the def2-TZVPD basis.

Energy, hartree: -263.15456
Total charge: +1
HOMO energy (alpha / beta), eV: -15.960 / -15.962
Energy relative to the best compared isomer or geometry (same formula, charge and spin), kJ/mol: 433.48
2S+1: 1

Element x y z (Å)
C1 0.59990 2.18952 -1.20373
C2 -0.87410 1.35142 0.68594
C3 -0.51083 0.17373 0.53557
C4 0.23283 -2.14282 0.27314
N1 1.21184 2.51975 -2.08899
N2 -0.02348 -0.93058 0.26761
H1 -1.35409 2.24408 0.99041
H2 -0.27143 -2.85347 0.92908
H3 0.98936 -2.55163 -0.38903

Forces on atoms 1 to 2 (eV/Å):
-3.9 -2.2 5.4
1.7 2.2 -2.5